19
Properties=species:S:1:pos:R:3 method="wB97M-V/def2-TZVPD" multiplicity=6 homo_energy_ev="-14.3 / -14.3" total_charge=+2 orbital_gap_ev="5.019 / 5.162" s_squared=8.755
C 1.319 1.705 -0.996
C 1.317 0.471 -0.966
C 1.851 -0.886 -0.989
C 2.224 -1.386 0.435
O 2.822 -2.604 0.412
Li 3.586 -3.907 -0.363
H 2.746 -0.932 -1.633
H 1.093 -1.556 -1.432
H 1.282 -1.388 1.041
H 2.859 -0.594 0.896
C -2.096 0.740 -1.101
O -0.600 3.046 -1.226
C 0.607 2.953 -1.013
O 1.241 4.017 -0.544
H -2.998 1.260 -0.752
H -1.888 0.729 -2.183
H 2.190 3.851 -0.450
O -1.485 -0.062 -0.359
Pm -2.085 -1.532 1.595

***

18
Properties=species:S:1:pos:R:3 method="wB97M-V/def2-TZVPD" homo_energy_ev=-10.6 orbital_gap_ev=8.997 relative_energy_kcal_mol=38.5
Li -0.785 -0.581 2.198
O -0.383 -0.024 0.234
H -1.081 -0.028 -0.475
O 0.524 0.255 -2.546
H -0.112 -0.452 -2.914
H 0.344 0.251 -1.637
O -1.656 2.407 -0.011
H -1.125 3.067 0.617
H -1.291 1.484 -0.016
O 1.938 1.811 0.605
H 2.266 1.225 -0.139
H 1.079 1.248 0.877
O 1.647 -1.162 1.451
H 1.604 -2.150 1.383
H 1.002 -0.736 0.991
O -1.188 -2.385 -0.557
H -2.011 -2.671 0.059
H -0.779 -1.556 -0.121

***

27
Properties=species:S:1:pos:R:3 method="wB97M-V/def2-TZVPD" homo_energy_ev=-7.5 orbital_gap_ev=6.706
Ag -1.759 0.015 -0.912
N -2.035 -0.163 1.188
C -0.690 -0.235 1.764
C 0.253 -1.049 1.152
C 1.550 -1.069 1.644
C 1.902 -0.269 2.720
C 0.944 0.520 3.335
C -0.360 0.538 2.865
S 3.617 -0.200 3.295
O 4.271 -1.274 2.567
O 3.495 -0.401 4.726
O 4.007 1.142 2.894
H -2.502 0.668 1.533
H -2.602 -0.957 1.468
H -0.024 -1.671 0.306
H 2.315 -1.690 1.195
H 1.232 1.126 4.185
H -1.109 1.162 3.342
N -0.895 1.218 -3.606
C -0.907 1.068 -4.939
C -1.664 -0.047 -5.214
C -2.065 -0.525 -3.965
N -1.608 0.258 -2.993
H -0.428 1.925 -3.064
H -0.384 1.758 -5.579
H -1.886 -0.463 -6.180
H -2.667 -1.385 -3.725

***

82
Properties=species:S:1:pos:R:3 method="wB97M-V/def2-TZVPD" multiplicity=2 homo_energy_ev="-8.0 / -7.7" orbital_gap_ev="6.628 / 6.327" s_squared=1.122 relative_energy_kcal_mol=37.5
Mn -0.213 -0.218 -0.623
C -3.747 -1.490 1.412
C -2.494 -1.557 0.830
N -1.674 -0.509 0.803
C -2.106 0.623 1.400
C -3.394 0.676 1.926
N -4.211 -0.362 1.941
C -1.113 1.695 1.476
C -1.303 2.911 2.107
C -0.262 3.833 2.185
C 0.986 3.394 1.742
C 1.122 2.152 1.145
N 0.063 1.366 0.919
C 2.434 1.585 0.763
C 3.574 2.360 0.555
N 4.744 1.838 0.226
C 4.795 0.517 0.105
C 3.667 -0.267 0.299
N 2.492 0.255 0.616
C -0.473 5.198 2.711
C -1.731 5.657 3.105
C -1.888 6.972 3.507
N -0.899 7.859 3.546
C 0.305 7.423 3.192
C 0.566 6.127 2.780
H -4.403 -2.350 1.435
H -2.152 -2.456 0.336
H -3.779 1.601 2.341
H -2.267 3.125 2.543
H 1.866 4.000 1.888
H 3.536 3.441 0.641
H 5.753 0.091 -0.167
H 3.705 -1.345 0.177
H -2.601 5.017 3.092
H -2.863 7.337 3.810
H 1.104 8.154 3.235
H 1.577 5.865 2.506
O -4.234 -0.886 -1.700
C -3.170 -0.290 -1.772
O -1.998 -0.817 -1.820
C -3.167 1.271 -1.792
P -1.396 1.695 -1.919
C -1.108 1.645 -3.726
C -1.103 2.813 -4.487
C -0.901 2.753 -5.858
C -0.706 1.533 -6.483
C -0.711 0.366 -5.732
C -0.906 0.420 -4.362
C -1.184 3.463 -1.536
C 0.117 3.967 -1.628
C 0.387 5.284 -1.296
C -0.635 6.111 -0.848
C -1.922 5.611 -0.723
C -2.198 4.292 -1.062
H -3.613 1.641 -0.868
H -3.752 1.643 -2.633
H -1.253 3.771 -4.005
H -0.898 3.668 -6.437
H -0.557 1.492 -7.554
H -0.561 -0.589 -6.219
H -0.918 -0.486 -3.775
H 0.914 3.311 -1.968
H 1.397 5.666 -1.386
H -0.428 7.143 -0.594
H -2.716 6.254 -0.363
H -3.209 3.914 -0.969
Cl 2.147 -5.013 1.535
C 1.625 -4.200 0.104
C 1.955 -4.687 -1.151
C 1.498 -3.986 -2.254
C 0.764 -2.828 -2.066
N 0.463 -2.358 -0.857
C 0.873 -3.041 0.212
H 2.552 -5.583 -1.253
H 1.714 -4.330 -3.256
H 0.402 -2.255 -2.909
H 0.601 -2.652 1.186
N 1.045 0.190 -1.921
C 1.863 0.663 -2.615
N 2.661 1.226 -3.394
C 3.923 1.241 -3.702
N 5.033 1.310 -4.031

***

94
Properties=species:S:1:pos:R:3 method="wB97M-V/def2-TZVPD" homo_energy_ev=-5.1 total_charge=-1 orbital_gap_ev=7.428 relative_energy_kcal_mol=2.8
Sn -0.521 0.538 1.013
C -1.645 3.093 8.938
C -1.711 2.343 7.663
C -0.599 1.771 7.048
C -0.815 1.049 5.875
C -2.028 0.988 5.257
C -3.138 1.560 5.866
C -2.973 2.248 7.039
S -2.350 0.294 3.594
O -3.278 -0.800 3.795
O -2.724 1.452 2.820
N -0.963 -0.209 2.997
C -0.315 -1.408 3.416
C 0.580 -1.954 2.327
O 1.270 -2.973 2.538
O 0.566 -1.344 1.186
H -0.638 3.390 9.145
H -2.110 2.498 9.756
H -2.173 4.023 8.842
H 0.407 1.875 7.420
H 0.041 0.558 5.451
H -4.117 1.470 5.389
H -3.824 2.712 7.531
H -1.031 -2.202 3.648
H 0.416 -1.218 4.264
S 1.492 1.975 1.791
C 0.480 3.423 1.962
C 0.515 4.532 1.069
C -0.362 5.597 1.163
C -1.353 5.550 2.103
C -1.294 4.541 3.097
C -0.395 3.541 3.047
H 1.276 4.508 0.311
H -0.235 6.389 0.493
H -1.978 6.405 2.247
H -1.988 4.581 3.959
H -0.365 2.786 3.797
F 5.783 2.403 -3.056
C 5.774 1.916 -1.793
F 6.686 0.929 -1.671
F 6.185 2.918 -0.983
C 4.396 1.424 -1.371
C 4.257 0.227 -0.746
C 2.931 -0.118 -0.491
N 1.909 0.579 -0.933
C 2.046 1.748 -1.546
C 3.313 2.254 -1.728
H 5.122 -0.388 -0.424
H 2.658 -1.017 0.063
H 1.120 2.226 -1.900
H 3.498 3.276 -2.075
C 2.389 -2.924 -5.156
C 2.085 -3.375 -3.728
C 2.241 -4.897 -3.652
C 3.159 -2.714 -2.791
C 0.620 -2.873 -3.380
O -0.131 -3.434 -4.410
C 0.547 -1.340 -3.193
C -0.372 -0.627 -4.222
C -1.846 -0.401 -3.885
C -2.888 -0.952 -4.665
C -4.233 -0.709 -4.390
C -4.498 0.139 -3.332
Cl -6.210 0.321 -2.824
C -3.495 0.710 -2.545
C -2.195 0.481 -2.882
C 0.156 -3.538 -2.042
N -1.238 -3.181 -1.768
C -1.701 -2.636 -0.669
N -2.983 -2.267 -0.773
C -3.219 -2.677 -2.045
N -2.227 -3.240 -2.689
H 3.329 -3.372 -5.427
H 2.507 -1.869 -5.175
H 1.712 -3.313 -5.868
H 3.171 -5.135 -4.136
H 1.458 -5.314 -4.247
H 2.237 -5.304 -2.624
H 4.129 -3.076 -3.045
H 2.931 -3.053 -1.779
H 3.157 -1.641 -2.779
H -1.082 -3.245 -4.169
H 1.539 -0.878 -3.423
H 0.290 -0.940 -2.201
H -0.352 -1.243 -5.075
H 0.123 0.325 -4.473
H -2.602 -1.644 -5.480
H -4.967 -1.301 -4.862
H -3.750 1.280 -1.675
H -1.457 0.816 -2.127
H 0.765 -3.084 -1.218
H 0.230 -4.648 -2.019
H -0.998 -2.562 0.136
H -4.131 -2.627 -2.499

***

11
Properties=species:S:1:pos:R:3 method="wB97M-V/def2-TZVPD" homo_energy_ev=-18.6 total_charge=+2 orbital_gap_ev=4.822
C 1.921 0.314 0.077
C 1.028 -0.497 -0.149
C -0.206 -1.325 -0.629
P -1.573 -0.046 -0.762
S -1.730 0.675 1.254
Cl -0.787 1.553 -1.840
H 2.374 1.297 0.403
H 0.024 -1.888 -1.581
H -0.454 -2.086 0.181
H -0.931 -0.170 2.036
Pd 0.370 2.167 0.986

***

106
Properties=species:S:1:pos:R:3 method="wB97M-V/def2-TZVPD" multiplicity=4 homo_energy_ev="-7.2 / -7.5" orbital_gap_ev="6.637 / 5.640" s_squared=3.786 relative_energy_kcal_mol=0.0
Re -20.389 4.169 -1.659
Br -23.998 3.293 -1.984
C -23.679 2.192 -0.564
C -24.806 1.773 0.098
C -24.754 0.615 0.921
C -23.501 0.092 1.167
C -22.327 0.551 0.560
C -21.185 -0.255 0.551
C -20.221 -0.062 -0.432
C -20.171 1.208 -1.086
C -21.110 2.204 -0.912
C -22.414 1.682 -0.311
H -25.718 2.266 -0.137
H -25.620 0.169 1.392
H -23.382 -0.804 1.818
H -21.060 -1.084 1.230
H -19.356 -0.755 -0.523
H -19.331 1.422 -1.765
O -21.485 5.622 -0.381
C -21.142 6.194 0.942
C -21.505 5.204 2.007
C -20.706 3.890 1.827
C -19.271 4.111 1.364
C -18.313 4.570 2.289
C -17.000 4.633 1.866
C -16.631 4.296 0.576
C -17.647 3.957 -0.293
N -18.968 3.921 0.049
H -21.564 6.299 -1.072
H -21.719 7.116 1.066
H -20.086 6.429 0.856
H -22.611 4.978 1.844
H -21.370 5.571 3.046
H -21.278 3.109 1.303
H -20.539 3.496 2.847
H -18.615 4.742 3.302
H -16.308 5.009 2.632
H -15.567 4.235 0.323
H -17.459 3.792 -1.347
C -21.434 9.938 -3.698
C -21.932 8.557 -3.251
C -23.178 8.723 -2.447
O -20.916 7.930 -2.374
C -20.018 7.387 -3.336
C -20.942 6.726 -4.349
O -22.045 7.642 -4.357
C -21.463 5.264 -4.209
O -21.604 4.926 -2.851
C -22.837 5.255 -4.826
C -23.000 5.060 -6.195
C -24.288 5.134 -6.747
C -25.394 5.307 -5.945
C -25.212 5.471 -4.574
C -23.954 5.509 -4.042
C -20.679 4.247 -4.966
C -19.454 4.404 -5.623
C -18.862 3.379 -6.330
C -19.421 2.108 -6.298
C -20.665 1.957 -5.723
C -21.285 2.998 -5.049
C -18.793 6.809 -2.604
O -19.109 5.766 -1.769
C -18.031 7.876 -1.782
C -17.221 7.549 -0.686
C -16.453 8.510 -0.037
C -16.601 9.851 -0.343
C -17.430 10.196 -1.403
C -18.137 9.237 -2.138
C -17.735 6.494 -3.724
C -17.207 7.558 -4.508
C -16.121 7.395 -5.345
C -15.581 6.126 -5.520
C -16.161 5.052 -4.862
C -17.222 5.227 -3.952
H -21.337 10.613 -2.825
H -22.146 10.432 -4.403
H -20.468 9.919 -4.235
H -23.134 9.523 -1.698
H -23.444 7.797 -1.946
H -24.026 8.959 -3.104
H -19.638 8.277 -3.896
H -20.542 6.696 -5.373
H -22.107 4.898 -6.834
H -24.478 5.022 -7.778
H -26.373 5.306 -6.390
H -26.074 5.614 -3.900
H -23.803 5.717 -3.000
H -19.025 5.394 -5.684
H -17.953 3.540 -6.906
H -18.877 1.320 -6.798
H -21.148 0.975 -5.746
H -22.274 2.814 -4.611
H -17.145 6.526 -0.331
H -15.778 8.147 0.742
H -16.025 10.594 0.180
H -17.481 11.223 -1.765
H -18.722 9.637 -2.954
H -17.620 8.576 -4.414
H -15.697 8.284 -5.790
H -14.687 6.009 -6.140
H -15.818 4.034 -5.062
H -17.579 4.351 -3.415
O -21.158 -2.041 -3.745
N -20.259 -1.216 -3.884
O -19.121 -1.092 -3.367
O -19.195 3.224 -2.646

***

88
Properties=species:S:1:pos:R:3 method="wB97M-V/def2-TZVPD" multiplicity=2 homo_energy_ev="-0.1 / -4.6" total_charge=-1 orbital_gap_ev="2.122 / 6.608" s_squared=0.762 relative_energy_kcal_mol=0.0
N 0.519 -1.382 5.033
C 0.820 -0.015 5.240
C 1.929 0.615 4.645
C 2.772 -0.139 3.812
C 2.421 -1.439 3.598
C 1.323 -2.086 4.136
H 0.130 0.632 5.760
H 2.117 1.664 4.821
H 3.641 0.267 3.315
H 3.002 -1.995 2.877
H 1.057 -3.119 3.971
N 1.018 2.261 -6.065
C 1.349 2.802 -4.882
C 1.879 2.031 -3.830
C 1.968 0.707 -4.031
C 1.592 0.090 -5.215
C 1.209 0.920 -6.225
H 1.192 3.856 -4.707
H 2.013 2.553 -2.894
H 2.291 0.029 -3.255
H 1.674 -0.979 -5.344
H 0.940 0.542 -7.201
N -1.114 -5.868 -0.985
C -1.081 -6.952 -1.865
C -2.148 -7.282 -2.750
C -3.260 -6.407 -2.818
C -3.236 -5.325 -1.968
C -2.193 -5.059 -1.082
H -0.224 -7.603 -1.776
H -2.126 -8.112 -3.440
H -4.110 -6.748 -3.390
H -4.030 -4.599 -1.870
H -2.352 -4.241 -0.395
N -3.061 1.819 -0.616
C -2.815 2.403 0.572
C -2.944 3.778 0.642
C -3.531 4.500 -0.395
C -3.992 3.843 -1.514
C -3.693 2.499 -1.592
H -2.244 1.968 1.378
H -2.521 4.344 1.459
H -3.669 5.559 -0.237
H -4.422 4.376 -2.349
H -4.032 1.908 -2.430
N -0.095 0.624 0.907
C -0.337 -0.420 1.685
C -0.209 -1.757 1.274
C 0.186 -1.962 -0.064
C 0.317 -0.854 -0.950
C 0.233 0.389 -0.425
H -0.752 -0.169 2.650
H -0.476 -2.583 1.916
H 0.324 -2.942 -0.496
H 0.480 -0.969 -2.011
H 0.401 1.244 -1.062
N 1.638 -2.887 -3.344
C 3.040 -2.787 -3.197
C 3.956 -3.736 -3.724
C 3.355 -4.914 -4.187
C 1.984 -5.087 -4.344
C 1.175 -3.989 -4.011
H 3.448 -1.945 -2.658
H 4.990 -3.505 -3.512
H 4.041 -5.716 -4.415
H 1.584 -6.000 -4.761
H 0.105 -4.129 -4.049
N 1.239 5.108 2.486
C 2.432 5.616 2.811
C 3.580 4.902 2.723
C 3.496 3.531 2.441
C 2.268 2.967 2.015
C 1.171 3.806 1.987
H 2.435 6.630 3.180
H 4.506 5.330 3.078
H 4.392 2.934 2.525
H 2.160 1.934 1.718
H 0.268 3.298 1.682
N -3.243 4.423 4.055
C -1.921 4.054 4.080
C -1.561 2.680 4.069
C -2.562 1.696 4.127
C -3.898 2.092 4.362
C -4.206 3.460 4.256
H -1.173 4.833 4.059
H -0.554 2.362 3.842
H -2.329 0.643 4.187
H -4.700 1.437 4.666
H -5.248 3.740 4.294

***

21
Properties=species:S:1:pos:R:3 method="wB97M-V/def2-TZVPD" homo_energy_ev=-8.5 orbital_gap_ev=9.241 smiles=Cc1c[nH]cn1.CCS relative_energy_kcal_mol=42.0
C 0.415 -1.448 -1.568
C 0.205 -1.780 -0.128
C 0.782 -2.681 0.850
N 0.113 -2.555 1.976
C -0.912 -1.615 1.836
N -0.762 -1.031 0.643
H -0.065 -0.447 -1.890
H -0.082 -2.175 -2.196
H 1.368 -1.167 -1.928
H 1.436 -3.448 0.745
H 0.240 -3.174 2.819
H -1.537 -1.384 2.782
C 0.613 2.076 0.026
C -0.480 3.192 -0.209
S -1.271 3.107 -1.939
H 0.387 1.083 -0.338
H 0.925 1.979 1.059
H 1.505 2.347 -0.596
H -1.405 3.161 0.466
H -0.249 4.267 -0.243
H -1.227 1.695 -2.169